Formula: C6H22AgO8
Source: the Open Molecules 2025 dataset
Level of theory: ωB97M-V/def2-TZVPD

XYZ file:
```
37
Properties=species:S:1:pos:R:3:forces:R:3
Ag 0.1357 0.3366 -0.4528 -0.4 1.0 -0.4
O 2.1684 1.7731 -0.4523 -1.0 0.6 -0.2
H 2.7201 2.5213 -0.6283 0.5 0.7 -0.1
H 2.7395 1.0464 -0.3017 1.1 -1.1 0.2
O -0.5823 2.5720 0.2639 -0.4 0.8 -0.9
H -1.5366 2.6889 0.3125 -0.3 -0.2 0.3
H -0.4030 3.0514 -0.5692 0.3 -0.3 0.6
C -2.3125 -1.4551 0.0034 -1.8 -0.9 -1.4
C -1.1434 -2.2736 -0.4727 -2.4 -1.3 2.4
O -0.0592 -1.8079 0.2572 2.1 -0.4 -0.9
O -2.3567 -0.1769 -0.6654 0.1 0.1 0.4
H -2.1812 -1.4140 1.0981 -0.5 0.9 -0.5
H -3.2621 -2.0147 -0.2109 0.6 0.5 0.3
H -1.1388 -2.2839 -1.5264 1.1 0.3 -1.3
H -1.3605 -3.2972 -0.1485 0.1 -0.2 -0.3
H -0.1247 -2.1640 1.1328 0.0 -0.3 0.7
H -2.5947 -0.2543 -1.6140 0.1 -0.3 1.0
C 1.7231 -0.6470 -2.9288 1.3 0.6 -0.9
C 0.3423 -0.2220 -3.2848 0.3 0.3 -2.2
O 0.0982 1.0323 -2.7569 -0.9 1.8 0.1
O 1.7868 -1.0282 -1.6057 0.3 -1.7 1.8
H 2.4686 0.1775 -2.9004 -0.7 -0.1 -1.2
H 2.0471 -1.4298 -3.5973 0.3 -0.3 -0.2
H -0.3977 -0.8917 -2.9156 -0.5 -0.8 0.6
H 0.1624 -0.1951 -4.3736 0.4 -0.2 0.2
H 0.1597 1.6940 -3.4576 0.0 0.0 0.3
H 1.8791 -1.9892 -1.5345 -0.2 0.3 0.2
C 0.3558 1.1246 3.9513 -1.6 0.1 0.2
C -0.0947 0.3051 2.7503 0.5 -0.3 -0.1
O 0.7881 0.6224 1.6823 -0.2 0.2 0.2
O -0.5366 0.7198 4.9745 0.6 -0.2 1.0
H 0.2012 2.1862 3.7576 0.1 0.1 -0.4
H 1.4081 1.0599 4.2793 -0.5 -0.7 -0.2
H -1.1868 0.4236 2.4901 1.2 0.5 0.1
H 0.0216 -0.7764 2.8913 -0.2 0.1 0.8
H 1.4822 -0.0077 1.8338 0.9 -0.1 -0.2
H -1.4165 0.9936 4.7190 -0.3 0.2 0.1
```
Forces are in eV/Å.

Summary:
* energy above the lowest of the compared OMol25 structures with the same formula, charge and spin: 28.24 kJ/mol
* lowest unoccupied orbital energy: -2.6 eV
* E_tot: -26949.16325 eV
* net charge: +1
* HOMO-LUMO gap: 9.5 eV

---

Formula: C3H6N4
Source: the Open Molecules 2025 dataset
Level of theory: ωB97M-V/def2-TZVPD

XYZ file:
```
13
Properties=species:S:1:pos:R:3:forces:R:3
C 0.8966 -2.2482 -0.8267 6.8 -2.1 12.6
N -0.0166 -1.6725 0.2460 0.3 -0.3 0.5
N -0.2902 -0.2482 0.0454 1.7 2.6 1.6
C -1.3907 0.6796 0.0698 1.2 2.2 -0.5
N -0.8486 1.9702 0.1868 -4.2 -2.7 -0.6
C 0.4359 1.8328 0.2778 2.8 -1.7 -0.8
N 0.8656 0.5718 0.2329 -0.9 -0.8 -0.3
H 0.4465 -2.1830 -1.5598 -8.0 1.1 -13.0
H 1.0649 -3.3680 -0.6556 -0.5 1.6 0.3
H 1.8853 -1.8380 -1.0409 0.0 0.6 0.9
H 0.3312 -1.9566 1.2389 -0.8 1.7 -2.3
H -2.5106 0.7357 -0.2571 2.4 -1.4 0.9
H 1.1608 2.6755 0.1719 -0.7 -0.9 0.6
```
Forces are in eV/Å.

Summary:
* energy above the lowest of the compared OMol25 structures with the same formula, charge and spin: 464.89 kJ/mol
* lowest unoccupied orbital energy: 0.8 eV
* structure (SMILES): CNn1cncn1
* E_tot: -9164.03790 eV
* HOMO-LUMO gap: 10.5 eV

---

Formula: C4H12
Source: the Open Molecules 2025 dataset
Level of theory: ωB97M-V/def2-TZVPD

XYZ file:
```
16
Properties=species:S:1:pos:R:3:forces:R:3
C 0.8419 -1.0293 2.0748 -1.3 0.0 -1.4
C 1.5131 -0.1278 0.8937 -1.1 0.6 3.5
H -0.1082 -1.4923 1.5972 1.8 0.1 0.8
H 1.6139 -1.7928 2.4186 -1.3 0.8 -0.5
H 0.3754 -0.5175 2.9566 1.0 0.0 -0.7
H 1.6124 -0.8056 0.0834 -0.1 0.0 -1.1
H 2.4900 0.0513 1.2880 0.9 0.5 -0.1
H 0.9960 0.8894 0.7334 0.8 -1.9 0.0
C -1.5994 1.2273 -1.8297 -0.4 -1.8 0.3
C -0.9067 -0.0328 -1.1669 4.0 0.2 -3.0
H -0.9360 1.9403 -1.5068 0.9 2.6 1.0
H -1.5008 1.3425 -2.9273 -0.5 -0.8 0.5
H -2.6342 1.4058 -1.4343 1.0 -0.1 -0.6
H 0.2537 0.1715 -0.8324 -3.6 0.2 -0.7
H -1.4403 -0.4606 -0.3620 -0.5 -0.6 0.7
H -0.5708 -0.7695 -1.9865 -1.4 0.4 1.2
```
Forces are in eV/Å.

Summary:
* energy above the lowest of the compared OMol25 structures with the same formula, charge and spin: 173.36 kJ/mol
* lowest unoccupied orbital energy: 1.2 eV
* structure (SMILES): CC.CC
* E_tot: -4340.73152 eV
* HOMO-LUMO gap: 11.7 eV

---

Formula: C24H37AlBO10
Source: the Open Molecules 2025 dataset
Level of theory: ωB97M-V/def2-TZVPD

XYZ file:
```
73
Properties=species:S:1:pos:R:3:forces:R:3
C -1.8333 -5.5773 -2.1112 0.0 0.0 0.1
C -0.6087 -5.3797 -1.2058 -0.2 0.1 -0.3
C -0.0900 -3.9454 -1.2430 0.2 0.1 0.0
C 1.0443 -3.6478 -0.2548 -0.1 0.1 -0.2
C 1.4583 -2.1753 -0.3418 -0.1 0.0 0.1
C 2.3065 -1.6647 0.8309 0.1 0.2 -0.2
C 2.0885 -0.1665 1.0897 0.1 0.0 -0.1
C 2.5983 0.7549 -0.0431 -0.1 0.0 0.1
Al 1.3410 1.3437 -1.5522 0.0 0.0 0.0
C -0.3533 2.2278 -0.7610 0.1 -0.3 0.0
C -1.4868 1.2352 -0.4484 -0.1 0.1 -0.1
O -1.5399 0.8472 0.9384 -0.2 0.0 -0.2
B 2.4525 2.6881 -2.8828 0.0 0.0 0.0
O 3.1570 3.7975 -2.4235 -0.3 -0.2 -0.2
C 2.5468 2.4647 -4.4582 0.1 0.0 0.0
C 3.3783 3.4683 -5.2675 0.0 -0.1 -0.2
H -1.6135 -5.2536 -3.1349 0.0 -0.1 0.1
H -2.1554 -6.6251 -2.1443 0.1 0.1 0.0
H -2.6821 -4.9810 -1.7534 0.1 0.0 -0.1
H -0.8777 -5.6511 -0.1767 0.1 0.0 -0.1
H 0.1872 -6.0559 -1.5432 -0.1 0.0 0.2
H -0.9006 -3.2395 -1.0288 0.0 -0.2 -0.1
H 0.2634 -3.7111 -2.2584 -0.1 0.0 0.1
H 1.8980 -4.3124 -0.4570 -0.1 0.1 0.1
H 0.6938 -3.8464 0.7682 0.1 -0.1 -0.1
H 1.9698 -1.9759 -1.2898 -0.1 0.0 0.1
H 0.5371 -1.5767 -0.3771 0.1 -0.1 0.0
H 2.0607 -2.2297 1.7405 0.0 0.0 -0.1
H 3.3752 -1.8271 0.6195 -0.2 -0.1 0.1
H 1.0028 -0.0274 1.2283 0.2 0.0 0.1
H 2.5568 0.0877 2.0533 0.0 0.0 -0.1
H 3.5035 0.3215 -0.5015 -0.1 0.0 0.1
H 2.9566 1.6933 0.4140 0.1 -0.1 -0.1
H 0.7494 0.0901 -2.4291 0.0 0.0 0.0
H -0.1736 2.8376 0.1398 -0.4 0.1 -0.3
H -0.7071 2.9212 -1.5381 0.1 0.0 0.1
H -1.3780 0.3168 -1.0453 0.0 0.2 0.0
H -2.4784 1.6544 -0.6833 0.1 0.0 0.1
H -0.7079 1.1133 1.3306 0.2 0.0 0.1
H 2.9436 3.8783 -1.4921 0.3 0.2 0.2
H 2.9193 1.4392 -4.6143 -0.1 0.1 0.0
H 1.5077 2.4292 -4.8245 0.1 0.0 0.0
H 3.0182 4.4929 -5.1227 0.1 -0.1 0.1
H 3.3433 3.2600 -6.3474 0.0 0.0 0.2
H 4.4316 3.4378 -4.9669 -0.1 0.1 0.0
C -4.0024 -4.6488 1.1763 0.1 0.0 0.0
C -5.1119 -5.0690 1.7959 0.0 -0.1 0.0
C -6.2428 -4.1324 2.1659 0.0 0.2 0.0
O -7.2053 -4.6436 2.7179 0.0 -0.1 0.0
C -6.1173 -2.7285 1.8598 -0.1 -0.1 0.1
C -5.0033 -2.2968 1.2439 0.1 0.2 0.0
C -3.8835 -3.2411 0.8467 0.0 0.0 0.0
O -2.9456 -2.7414 0.2613 0.0 0.0 0.0
O -4.7765 -1.0355 0.9307 -0.1 -0.2 0.1
O -5.3421 -6.3313 2.1425 0.1 0.0 -0.1
H -3.1939 -5.3114 0.8997 0.0 0.0 0.0
H -6.9218 -2.0652 2.1438 0.0 0.0 0.0
H -3.8847 -0.9931 0.5268 0.1 0.1 0.0
H -6.2246 -6.3261 2.5629 -0.1 0.0 0.0
C 2.8758 6.2034 1.7847 0.0 0.0 0.0
C 2.5479 6.7660 2.9540 0.0 0.1 0.0
C 1.6732 6.0715 3.9768 -0.1 -0.2 0.0
O 1.4597 6.6936 5.0073 0.0 0.1 0.0
C 1.1568 4.7605 3.6797 0.0 0.1 0.1
C 1.4758 4.1842 2.5059 0.0 -0.2 -0.1
C 2.3711 4.8770 1.4906 -0.1 -0.1 0.0
O 2.6066 4.2569 0.4741 0.0 0.1 0.0
O 1.0501 2.9925 2.1422 0.2 0.2 0.2
O 2.9482 7.9723 3.3420 0.0 0.0 -0.1
H 3.5002 6.6898 1.0487 0.0 0.0 0.0
H 0.5230 4.2789 4.4106 0.0 0.0 0.0
H 1.4081 2.7887 1.2488 0.0 -0.1 0.0
H 2.5564 8.0978 4.2293 -0.1 0.0 0.1
```
Forces are in eV/Å.

Summary:
* lowest unoccupied orbital energy: 0.4 eV
* E_tot: -53237.97602 eV
* net charge: -1
* HOMO-LUMO gap: 4.4 eV